Entry 1:
C34H35IInN6O3SSi | ωB97M-V/def2-TZVPD

Element x y z (Å)
C1 4.40 -1.51 -0.81
C2 -2.12 2.32 0.27
C3 0.41 0.15 -6.42
C4 0.87 -4.12 2.53
H1 1.58 -1.94 -4.00
H2 -1.80 -2.80 1.91
H3 1.66 0.78 -8.04
C5 -1.66 -1.03 5.26
H4 -1.90 -3.06 0.16
H5 4.89 -0.75 -2.76
H6 -1.33 -6.52 2.64
N1 -2.32 1.06 0.65
H7 4.86 -2.48 -0.95
N2 -0.01 0.35 4.20
S1 -0.08 -0.75 -1.96
C6 0.20 5.24 2.54
I1 -3.74 -4.52 1.40
H8 1.04 -3.05 2.42
C7 0.74 6.40 1.99
C8 0.26 2.63 2.35
H9 -3.66 -0.36 1.26
H10 -1.10 2.56 -0.02
C9 -0.52 0.84 -5.64
O1 0.07 0.61 -1.42
C10 -2.31 1.02 4.22
H11 1.83 -4.62 2.43
C11 -4.42 2.85 0.57
C12 -0.96 1.23 3.85
H12 -0.22 -5.04 -1.28
C13 0.62 0.49 -7.87
C14 3.79 0.66 -1.58
C15 1.79 2.52 0.75
C16 3.74 -1.20 0.37
H13 -1.50 -6.93 0.94
H14 0.83 -3.74 -0.75
C17 -1.84 -3.56 1.13
H15 -0.02 1.32 -8.17
C18 -3.55 0.67 0.97
C19 1.70 6.34 0.99
C20 -2.65 -0.12 4.91
H16 3.70 -1.92 1.18
C21 0.49 -4.74 -0.50
H17 1.34 -5.42 -0.53
N3 2.67 2.17 -0.13
H18 -3.69 -0.31 5.18
C22 -0.70 0.53 -4.30
H19 -1.10 1.64 -6.09
N4 3.13 -0.05 0.60
H20 -5.24 3.56 0.54
C23 1.59 3.96 1.03
H21 -5.63 1.17 1.18
C24 2.14 5.11 0.50
O2 -1.38 -1.33 -1.68
H22 -0.55 5.27 3.32
H23 2.10 7.25 0.58
H24 0.41 -0.37 -8.50
C25 -4.64 1.53 0.93
C26 -3.14 3.26 0.23
Si1 -0.32 -4.72 1.19
In1 0.02 -0.54 0.88
C27 0.64 4.03 2.04
C28 3.14 0.89 -0.36
H25 0.06 -7.12 1.74
H26 2.89 5.05 -0.28
H27 -1.40 1.07 -3.68
H28 0.46 -1.39 5.16
H29 0.49 -4.31 3.53
H30 -3.04 1.76 3.94
H31 3.78 1.44 -2.33
N5 -0.64 2.42 3.26
C29 -0.82 -6.49 1.68
N6 0.93 1.78 1.52
C30 0.98 -1.18 -4.48
C31 1.15 -0.86 -5.82
C32 0.05 -0.49 -3.73
H32 0.41 7.37 2.36
C33 4.40 -0.55 -1.81
H33 -2.93 4.28 -0.06
O3 1.02 -1.63 -1.62
H34 1.89 -1.40 -6.41
H35 -1.88 -1.93 5.82
C34 -0.36 -0.73 4.89

## Properties
E_tot (eV): -82901.3973
M (Da): 877.57
HOMO-LUMO gap (eV): 6.99
ΔE to the lowest compared entry with this formula, charge and spin (kcal/mol): 13.12
Net charge: -1
HOMO (eV): -4.8

Results of the Mulliken charge analysis, in e, for atoms 1 through 6: atom 1 (C): -0.624, atom 2 (C): -0.193, atom 3 (C): 1.130, atom 4 (C): -0.782, atom 5 (H): 0.448, atom 6 (H): -0.027

Entry 2:
C34H35InN2O | ωB97M-V/def2-TZVPD

Element x y z (Å)
C1 2.17 -0.62 6.29
C2 -1.67 1.28 -0.06
H1 2.79 0.34 -4.13
H2 2.25 -1.56 2.35
C3 2.92 -2.00 -2.67
C4 -1.78 1.50 -3.83
H3 2.33 1.44 -2.79
C5 0.35 -1.07 -4.16
N1 -0.21 -0.85 2.79
H4 0.19 3.99 -5.10
H5 2.77 1.32 5.62
C6 -1.63 1.18 1.38
C7 0.68 -0.76 -2.70
C8 1.39 0.45 4.25
H6 1.43 1.30 3.57
C9 0.20 2.46 0.71
C10 1.40 -1.76 6.01
C11 -2.68 3.68 -3.24
C12 -1.62 4.30 -3.92
C13 -0.65 3.52 -4.56
H7 1.36 -2.62 6.64
C14 2.20 -0.69 -2.31
H8 0.03 1.50 -5.03
C15 2.60 0.71 -0.11
H9 0.02 -2.68 4.58
C16 2.00 -1.56 0.14
H10 -1.57 5.39 -3.96
H11 -1.83 -1.02 4.82
H12 -1.15 -0.93 -5.51
H13 -2.39 0.69 1.99
H14 1.09 3.08 0.74
C17 -1.92 -0.02 -3.75
H15 1.77 -2.60 -0.09
H16 2.91 -2.14 -3.76
H17 -2.92 -0.31 -4.12
C18 2.56 0.41 1.28
H18 0.16 -1.54 -2.10
C19 -0.72 2.12 -4.52
C20 -0.47 1.89 1.85
H19 2.80 1.10 2.07
H20 -3.43 -3.59 0.87
C21 0.63 -1.81 4.85
H21 3.95 -1.94 -2.29
C22 2.24 -0.99 1.44
C23 -3.79 -3.09 2.92
H22 2.83 1.67 -0.59
H23 -1.87 -0.33 -2.69
C24 2.29 -0.50 -0.83
H24 -2.47 0.92 -0.69
H25 2.76 -0.61 7.20
C25 -3.36 -2.37 4.04
C26 -2.21 -1.60 3.97
H26 -3.46 4.27 -2.74
H27 -0.35 2.43 -1.47
C27 -1.89 -2.29 1.63
C28 -1.40 -1.61 2.80
H28 -1.34 -2.26 0.68
C29 2.17 0.46 5.41
H29 -0.18 2.01 2.88
N2 -0.92 -0.73 -4.54
C30 0.56 -0.69 3.98
C31 2.84 0.50 -3.04
H30 -4.71 -3.69 3.01
C32 -3.07 -3.04 1.72
H31 0.23 0.21 -2.46
C33 -2.76 2.28 -3.20
H32 3.90 0.57 -2.74
H33 -3.88 -2.38 4.98
In1 0.13 -0.17 0.51
C34 -0.54 2.09 -0.46
H34 2.41 -2.86 -2.20
H35 -3.57 1.77 -2.67
O1 1.13 -1.58 -4.98

## Properties
E_tot (eV): -46023.9235
M (Da): 602.49
HOMO-LUMO gap (eV): 5.51
ΔE to the lowest compared entry with this formula, charge and spin (kcal/mol): 11.82
Net charge: 0
HOMO (eV): -6.7

Results of the Mulliken charge analysis, in e, for atoms 1 through 6: atom 1 (C): -0.587, atom 2 (C): -0.247, atom 3 (H): 0.459, atom 4 (H): 0.851, atom 5 (C): -1.794, atom 6 (C): 0.839

Entry 3:
C34H36Cl2F7N3O9V | ωB97M-V/def2-TZVPD

Element x y z (Å)
F1 0.19 -0.54 -3.59
H1 -2.94 1.38 1.12
O1 -4.64 1.17 -0.52
H2 -6.35 -2.00 -2.53
H3 -9.13 -1.50 -0.89
H4 -5.09 2.80 1.15
F2 0.12 -3.92 -2.54
H5 -3.57 3.69 0.92
C1 2.10 -1.85 -3.33
C2 4.01 -0.61 1.60
H6 4.29 0.97 -3.37
H7 -2.08 0.52 2.36
V1 5.96 2.57 -5.82
O2 6.46 3.20 -0.76
H8 -7.26 -0.61 -2.29
H9 -4.81 -0.55 -1.64
N1 -8.46 -1.78 -0.18
C3 6.06 0.87 0.97
C4 -0.96 -1.13 0.60
O3 5.71 3.84 -6.86
C5 -4.20 2.50 -0.82
C6 1.26 -0.84 1.84
H10 3.94 2.16 3.14
O4 5.15 1.57 0.10
C7 -0.26 -1.05 1.95
O5 6.19 1.03 -5.20
H11 -4.06 0.00 3.21
C8 -4.06 0.21 -1.36
H12 -4.60 -2.13 2.80
Cl1 4.12 -2.51 -0.41
C9 -4.13 -0.12 2.12
C10 5.93 2.14 -0.91
H13 -0.02 2.34 1.14
H14 -5.09 4.28 0.14
C11 -0.33 -1.89 -0.40
C12 4.13 1.11 3.45
C13 -4.51 3.39 0.43
N2 -7.20 -1.60 -2.13
C14 0.41 2.56 2.13
C15 1.91 -1.61 0.88
C16 -0.96 -1.94 -1.66
C17 1.11 0.89 3.65
H15 1.67 1.68 4.17
F3 -1.43 -2.96 -3.69
C18 6.07 1.31 -2.20
Cl2 3.50 2.52 5.81
H16 5.94 -1.28 0.78
F4 2.63 -3.04 -3.20
C19 -4.59 -1.58 1.84
C20 5.52 -0.52 1.43
O6 1.35 -3.67 -0.14
H17 0.66 0.19 4.38
O7 -0.01 1.52 3.02
F5 2.27 -1.05 -2.27
C21 -2.77 0.37 1.52
H18 -6.66 -2.25 2.05
C22 -0.36 -2.71 -2.85
H19 -6.55 -0.65 1.28
H20 -4.76 2.92 -1.67
H21 -3.11 2.46 -0.98
C23 0.99 -2.53 0.03
O8 3.80 -0.06 5.55
C24 -2.14 -1.26 -1.86
C25 1.94 0.07 2.67
C26 4.80 0.47 -2.55
H22 6.38 1.48 1.82
C27 -2.17 -0.44 0.38
C28 3.32 0.17 2.55
H23 -2.59 -1.28 -2.86
H24 6.98 0.68 0.39
H25 4.11 0.35 -1.71
H26 -3.99 -2.18 1.14
H27 5.21 0.98 3.34
H28 -5.34 -2.24 -0.50
C29 -7.31 -1.89 -0.72
H29 5.14 -0.53 -2.87
C30 -2.78 -0.49 -0.89
O9 -0.81 -1.20 3.01
H30 6.88 0.58 -2.00
F6 2.78 -1.25 -4.35
C31 -6.08 -1.64 1.34
H31 5.96 -0.71 2.43
H32 1.50 2.61 2.00
C32 0.61 -1.83 -3.73
F7 0.42 -2.13 -5.03
H33 -3.81 0.71 -2.32
H34 -4.91 0.59 1.81
H35 6.38 1.98 -3.01
N3 -6.21 -2.30 0.02
H36 0.07 3.55 2.45
C33 3.30 -1.50 0.75
C34 3.83 0.95 4.94

## Properties
E_tot (eV): -128478.8723
M (Da): 885.51
HOMO-LUMO gap (eV): 0.98
Net charge: +1
HOMO (eV): -10.7

Results of the Mulliken charge analysis, in e, for atoms 1 through 6: atom 1 (F): -0.282, atom 2 (H): -0.332, atom 3 (O): -0.282, atom 4 (H): 0.284, atom 5 (H): 0.284, atom 6 (H): 0.237

Entry 4:
C34H36Cl5EuN7O2 | ωB97M-V/def2-TZVPD

Element x y z (Å)
H1 -2.32 1.16 -3.00
C1 3.25 -0.58 -0.11
H2 2.72 4.86 3.17
H3 1.60 -3.92 1.14
H4 -2.08 -4.86 0.99
C2 0.59 3.01 -1.93
C3 0.67 -4.25 0.67
H5 -3.24 0.23 -5.11
H6 1.08 -2.90 -2.84
H7 4.32 -0.69 -0.29
C4 1.34 3.92 -2.64
O1 -0.33 -2.03 0.57
C5 1.98 -0.27 -2.84
C6 -1.52 3.49 1.80
H8 2.92 3.10 3.03
N1 1.42 -1.08 -1.75
C7 3.01 -0.62 1.38
H9 0.28 -2.74 3.01
N2 -1.10 -0.42 -2.61
C8 1.59 -0.25 3.13
H10 2.32 -0.54 5.12
C9 0.68 2.89 1.39
C10 -1.04 -2.18 -4.22
C11 -2.49 -0.32 -4.55
C12 2.65 2.09 -3.42
C13 2.55 -0.58 4.07
H11 1.99 -2.33 -0.21
O2 1.52 2.23 0.80
C14 4.03 -0.99 2.25
H12 0.81 -4.26 -0.41
C15 1.82 1.24 -2.71
Cl1 -6.65 -2.15 1.22
C16 3.80 -0.97 3.61
H13 0.59 5.39 3.62
H14 -1.72 -4.06 -0.56
H15 -1.49 -2.92 2.98
C17 -5.33 -0.28 -0.25
H16 2.98 0.42 -0.46
H17 5.00 -1.27 1.85
H18 0.13 -2.62 -1.36
Eu1 -0.31 0.14 0.04
H19 -0.23 3.33 -1.30
C18 2.41 3.45 -3.39
C19 2.47 -1.65 -0.90
C20 -1.13 4.53 2.71
C21 -1.99 0.21 -3.37
C22 -5.32 -1.11 0.87
H20 -2.61 -3.19 0.69
H21 -3.54 3.79 1.97
H22 4.58 -1.26 4.30
H23 3.06 4.10 1.59
H24 0.49 -5.28 0.99
N3 0.82 1.69 -1.95
C23 -0.59 -1.58 -3.06
C24 -0.55 -3.34 2.61
H25 -2.40 -2.00 -5.88
H26 3.47 1.68 -4.00
Cl2 -4.25 -1.94 3.22
H27 3.04 -0.50 -2.98
C25 -3.15 -0.25 1.38
H28 3.04 4.13 -3.95
C26 -4.22 0.53 -0.49
C27 0.19 4.65 2.94
C28 -2.03 -1.55 -4.97
C29 0.54 -2.15 -2.25
Cl3 -6.72 -0.27 -1.28
N4 1.11 3.87 2.31
C30 -0.49 -3.32 1.07
H29 -1.85 5.16 3.21
Cl4 -1.83 -0.08 2.57
N5 -0.65 2.70 1.21
H30 1.49 -0.54 -3.78
H31 -0.61 -3.12 -4.54
H32 -0.46 -4.36 2.99
C31 2.54 3.99 2.54
Cl5 -4.41 1.78 -1.76
H33 3.17 -2.24 -1.52
C32 -3.05 0.50 0.23
H34 0.60 0.04 3.46
C33 -4.23 -1.05 1.74
N6 -2.81 3.28 1.51
H35 -3.01 2.47 0.92
N7 1.79 -0.28 1.81
H36 1.10 4.98 -2.59
C34 -1.80 -3.90 0.52

## Properties
E_tot (eV): -132312.2333
M (Da): 903.94
HOMO-LUMO gap (spin up / spin down) (eV): 5.79 / 7.87
ΔE to the lowest compared entry with this formula, charge and spin (kcal/mol): 17.46
Net charge: 0
2S+1: 8
HOMO (spin up / spin down) (eV): -5.4 / -7.5

Results of the Mulliken charge analysis, in e, for atoms 1 through 6: atom 1 (H): 0.697, atom 2 (C): -0.593, atom 3 (H): 0.357, atom 4 (H): 0.253, atom 5 (H): 0.414, atom 6 (C): -0.267

Entry 5:
C34H36ClIrN4O6PS3Se2 | ωB97M-V/def2-TZVPD

Element x y z (Å)
H1 4.75 -3.84 2.54
H2 -2.80 -2.23 1.28
C1 1.36 -4.26 -4.03
S1 4.54 -6.60 1.64
C2 0.02 -2.28 -4.19
H3 -5.09 2.43 2.52
C3 2.27 -2.81 0.44
C4 0.91 -0.03 -3.45
H4 0.47 -2.04 0.07
Ir1 0.58 0.03 -1.36
H5 -3.75 6.39 -0.38
H6 0.07 5.01 2.71
H7 3.40 -3.94 -3.45
Cl1 -1.46 -1.54 -4.75
C5 -2.95 -0.77 -0.27
C6 3.25 -2.74 1.42
C7 -1.18 1.83 2.12
H8 -2.00 1.65 1.42
H9 0.04 0.41 -3.92
H10 -3.25 0.82 -1.68
H11 -3.61 -3.12 -1.41
S2 -1.79 -1.64 -1.33
C8 -4.64 0.64 1.43
N1 -0.18 0.76 1.68
Se1 2.29 3.92 0.67
H12 2.63 -6.09 -0.40
Se2 -0.51 2.31 -1.41
C9 -4.34 1.13 0.16
H13 4.17 1.61 0.90
P1 0.23 3.59 0.28
C10 -1.95 7.55 -0.57
C11 -4.11 -0.59 1.81
C12 -0.41 4.06 2.91
H14 -2.60 -3.24 -2.88
C13 3.93 0.12 -0.43
C14 -0.85 3.77 4.21
H15 1.46 -1.05 0.96
C15 1.05 -1.48 -3.71
O1 4.96 -7.24 0.41
C16 4.00 -3.86 1.75
O2 3.42 -7.24 2.31
H16 -2.55 4.25 -0.02
N2 1.42 -1.68 0.17
H17 3.76 -1.56 -1.49
C17 -3.25 -1.30 0.98
C18 2.07 -4.00 -0.25
H18 1.81 0.53 -3.67
S3 2.81 1.05 -1.36
N3 4.32 -1.08 -0.81
C19 -2.00 5.18 -0.17
H19 3.37 -1.81 1.98
C20 0.15 -3.66 -4.33
C21 -0.56 7.52 -0.56
H20 -1.78 2.30 5.50
N4 4.50 0.70 0.62
C22 -3.50 0.43 -0.70
C23 0.12 6.33 -0.35
C24 2.44 -3.48 -3.63
C25 -3.08 -2.56 -2.18
H21 4.90 -1.65 -0.21
H22 -5.61 0.95 3.32
H23 1.20 6.30 -0.34
H24 1.28 -4.05 -1.00
H25 -0.67 -4.24 -4.72
H26 -4.36 -1.00 2.79
C26 3.77 -5.05 1.08
H27 -2.48 8.48 -0.71
H28 1.47 -5.34 -4.13
C27 2.80 -5.13 0.08
H29 -4.76 2.07 -0.17
C28 2.28 -2.12 -3.49
C29 -1.62 1.58 3.53
O3 0.89 0.67 2.18
C30 -1.45 2.51 4.49
O4 -1.11 -2.67 -0.48
H30 0.00 8.44 -0.71
H31 -3.74 -1.87 -2.71
H32 3.13 -1.48 -3.24
H33 -6.51 1.57 1.94
C31 -5.51 1.44 2.36
C32 -0.56 3.18 1.88
C33 -2.67 6.37 -0.38
H34 5.24 0.25 1.14
H35 -2.05 0.61 3.74
O5 -0.53 0.16 0.67
H36 -0.72 4.49 5.01
O6 5.62 -6.17 2.51
C34 -0.60 5.16 -0.14

## Properties
E_tot (eV): -241931.7194
M (Da): 1109.45
HOMO-LUMO gap (spin up / spin down) (eV): 5.39 / 5.01
ΔE to the lowest compared entry with this formula, charge and spin (kcal/mol): 101.47
Net charge: 0
2S+1: 2
HOMO (spin up / spin down) (eV): -7.3 / -7.3

Results of the Mulliken charge analysis, in e, for atoms 1 through 6: atom 1 (H): 0.513, atom 2 (H): 0.549, atom 3 (C): -0.663, atom 4 (S): 1.280, atom 5 (C): 0.792, atom 6 (H): 0.321

- Among the records above, which one has the lowest M?
  C34H35InN2O